(1)
72
Properties=species:S:1:pos:R:3:lowdin_charge:R:1 method="wB97M-V/def2-TZVPD" max_force_ev_per_a=1.56 total_charge=+1 e_tot_ev=-48072.213 molar_mass_g_mol=482.532
F 0.733 0.657 1.058 0.10
N 0.684 1.979 0.763 0.13
C -0.277 2.285 -0.344 -0.07
O -1.514 1.680 -0.173 0.07
C -2.264 2.261 0.809 -0.77
F -2.288 3.572 0.732 0.21
F -1.870 1.908 2.015 0.21
F -3.480 1.840 0.656 0.23
H 0.567 2.571 1.613 0.17
H 1.624 2.220 0.408 0.21
H -0.294 3.370 -0.500 0.17
H 0.154 1.853 -1.250 0.17
C -3.286 -0.354 -1.500 -0.03
C -3.466 -1.717 -2.127 -0.49
O -2.558 -2.263 -2.713 0.05
C -4.822 -2.363 -1.993 -0.01
H -2.269 -0.015 -1.675 0.06
H -3.979 0.359 -1.951 0.10
H -3.461 -0.414 -0.426 0.08
H -5.582 -1.737 -2.464 0.10
H -5.063 -2.507 -0.939 0.09
H -4.813 -3.333 -2.488 0.08
C 3.647 4.094 4.276 -0.01
C 2.357 4.393 3.581 -0.46
O 2.063 3.862 2.518 0.01
C 1.430 5.375 4.242 0.00
H 4.215 3.373 3.689 0.09
H 4.235 5.005 4.379 0.10
H 3.449 3.672 5.256 0.07
H 1.925 6.342 4.341 0.10
H 1.140 5.005 5.226 0.09
H 0.534 5.500 3.634 0.08
C 0.112 -2.331 -0.111 -0.01
C 1.546 -2.599 0.284 -0.49
O 2.238 -1.762 0.830 0.05
C 2.089 -3.967 -0.032 -0.01
H -0.164 -1.318 0.170 0.05
H -0.008 -2.441 -1.190 0.07
H -0.551 -3.028 0.404 0.10
H 2.053 -4.144 -1.108 0.07
H 1.504 -4.729 0.486 0.09
H 3.123 -4.031 0.300 0.09
C -3.723 -5.339 -6.928 -0.02
C -4.270 -4.497 -5.802 -0.49
O -5.289 -4.804 -5.221 0.06
C -3.496 -3.261 -5.432 -0.03
H -4.375 -6.196 -7.089 0.08
H -3.680 -4.752 -7.846 0.09
H -2.725 -5.698 -6.673 0.08
H -3.443 -2.583 -6.287 0.10
H -2.493 -3.535 -5.113 0.05
H -4.000 -2.757 -4.616 0.05
C 4.579 6.772 7.850 -0.01
C 3.882 5.436 7.806 -0.48
O 4.186 4.592 6.989 0.03
C 2.794 5.193 8.820 -0.02
H 5.336 6.811 7.070 0.08
H 3.858 7.574 7.684 0.09
H 5.064 6.908 8.818 0.09
H 1.997 5.928 8.696 0.09
H 3.203 5.262 9.829 0.09
H 2.380 4.197 8.676 0.08
C 0.813 -4.128 -3.738 -0.03
C 0.551 -4.116 -5.225 -0.48
O -0.485 -3.681 -5.673 0.06
C 1.632 -4.666 -6.121 -0.02
H -0.048 -3.705 -3.219 0.06
H 0.963 -5.153 -3.394 0.09
H 1.696 -3.527 -3.512 0.08
H 1.818 -5.714 -5.880 0.09
H 2.550 -4.090 -5.996 0.09
H 1.312 -4.595 -7.158 0.08

=====

(2)
67
Properties=species:S:1:pos:R:3:lowdin_spin:R:1 method="wB97M-V/def2-TZVPD" spin_multiplicity=3 max_force_ev_per_a=2.16 total_charge=+2 e_tot_ev=-78412.788 molar_mass_g_mol=779.615 de_lowest_ev=1.303
W -0.093 0.033 -0.216 1.56
C -2.286 -0.850 0.744 0.01
C -1.325 -1.176 1.716 0.00
C -0.945 -2.516 1.888 0.02
C -1.490 -3.500 1.097 0.01
C -2.428 -3.176 0.112 0.02
C -2.832 -1.870 -0.053 0.02
H -2.799 0.100 0.805 0.00
H -1.129 -0.485 2.522 0.00
H -0.269 -2.775 2.693 0.00
H -1.241 -4.540 1.278 0.00
H -2.883 -3.958 -0.483 0.00
H -3.630 -1.634 -0.746 0.00
S 2.340 0.777 3.682 0.02
C 3.407 -0.169 2.690 0.00
C 4.684 -0.619 3.009 0.00
C 5.421 -1.232 2.015 0.00
C 4.906 -1.342 0.719 0.00
C 3.633 -0.903 0.414 0.00
C 2.843 -0.359 1.428 0.00
N 1.544 0.155 1.319 0.01
C 1.226 0.851 2.390 0.02
C 0.057 1.698 2.328 0.02
C -0.316 2.567 3.347 0.00
C -1.380 3.427 3.145 0.04
C -2.049 3.410 1.927 -0.01
C -1.680 2.523 0.922 0.03
C -0.612 1.641 1.093 -0.03
H 5.097 -0.465 3.997 0.00
H 6.418 -1.593 2.229 0.00
H 5.528 -1.758 -0.064 0.00
H 3.275 -0.930 -0.604 0.00
H 0.229 2.578 4.285 0.00
H -1.681 4.117 3.922 0.00
H -2.868 4.096 1.756 0.00
H -2.231 2.543 -0.007 0.00
O -1.254 0.954 -1.378 0.02
N -1.980 1.333 -2.368 -0.04
C -2.219 0.428 -3.283 0.07
C -1.565 -0.820 -3.016 0.02
N -0.862 -1.372 -2.290 0.03
C -3.009 0.745 -4.425 0.01
N -3.620 0.955 -5.374 0.04
S 3.185 0.671 -3.454 0.01
C 1.814 0.120 -2.638 0.02
N 1.498 0.745 -1.529 0.01
C 2.399 1.799 -1.285 0.01
C 2.356 2.726 -0.242 0.00
C 3.343 3.683 -0.175 0.00
C 4.368 3.748 -1.130 0.00
C 4.409 2.859 -2.180 0.00
C 3.411 1.888 -2.243 0.00
H 1.246 -0.713 -3.021 0.00
H 1.547 2.717 0.472 0.00
H 3.320 4.411 0.626 0.00
H 5.124 4.518 -1.053 0.00
H 5.180 2.912 -2.936 0.00
C 2.288 -4.047 0.342 0.00
S 1.723 -2.977 -0.969 0.01
C 0.628 -4.138 -1.776 0.00
O 0.856 -1.952 -0.235 0.03
H 1.438 -4.557 0.792 0.00
H 2.805 -3.425 1.069 0.00
H 2.985 -4.765 -0.094 0.00
H 1.270 -4.831 -2.324 0.00
H 0.001 -3.594 -2.474 0.00
H 0.022 -4.668 -1.045 0.00

=====

(3)
12
Properties=species:S:1:pos:R:3:nbo_charge:R:1 method="wB97M-V/def2-TZVPD" max_force_ev_per_a=6.18 e_tot_ev=-11152.149 smiles="C=NC(C)=C(F)F" molar_mass_g_mol=105.087 de_lowest_ev=1.333
C 0.773 -1.963 0.202 -0.03
N 0.854 -0.796 -0.270 -0.42
C 0.005 0.235 -0.074 0.00
C 0.552 1.622 -0.115 -0.63
C -1.448 0.049 0.009 0.70
F -2.064 -1.124 -0.094 -0.31
F -2.311 1.060 -0.059 -0.31
H 1.495 -2.689 -0.142 0.17
H 0.039 -2.287 0.936 0.15
H -0.248 2.354 -0.180 0.23
H 1.200 1.713 -0.985 0.23
H 1.153 1.825 0.771 0.22

=====

(4)
151
Properties=species:S:1:pos:R:3:lowdin_spin:R:1 method="wB97M-V/def2-TZVPD" spin_multiplicity=2 max_force_ev_per_a=8.07 total_charge=-1 e_tot_ev=-79561.436 molar_mass_g_mol=864.190
C 8.072 11.351 10.898 0.00
O 7.706 11.608 9.830 0.00
N 8.109 10.159 11.431 0.00
N 8.626 12.234 11.728 0.00
H 8.042 9.400 10.768 0.00
H 8.621 10.159 12.301 0.00
H 8.975 11.915 12.620 0.00
H 8.383 13.209 11.629 0.00
C 6.733 7.361 15.808 0.01
O 7.515 7.275 16.718 0.01
N 6.926 8.011 14.662 0.00
N 5.615 6.811 15.827 0.01
H 7.876 8.270 14.437 0.00
H 6.183 8.011 13.978 0.00
H 5.116 6.769 14.950 0.01
H 5.536 6.191 16.620 0.01
C 10.324 7.269 18.836 0.00
O 11.094 7.235 19.760 0.00
N 9.149 6.849 18.923 0.00
N 10.541 7.887 17.671 0.00
H 8.511 6.934 18.144 0.00
H 8.902 6.123 19.580 0.00
H 9.778 7.974 17.015 0.00
H 11.442 8.311 17.499 0.00
C 10.178 7.887 13.664 0.00
O 9.520 8.886 13.915 0.00
N 10.133 7.342 12.486 0.00
N 11.102 7.373 14.428 0.00
H 10.609 6.476 12.275 0.00
H 9.571 7.802 11.785 0.00
H 11.570 6.554 14.068 0.00
H 11.352 7.897 15.255 0.00
C 9.013 4.238 14.158 0.01
C 8.941 2.996 13.338 0.03
C 7.803 2.713 12.432 0.03
O 6.533 2.380 13.034 0.01
C 6.472 1.236 13.888 0.07
N 10.161 2.926 12.598 0.02
H 8.370 4.201 15.038 0.01
H 8.670 5.076 13.552 0.00
H 9.994 4.379 14.612 0.00
H 9.101 2.329 14.184 0.01
H 8.154 1.906 11.789 0.02
H 7.632 3.522 11.722 0.00
H 7.122 1.298 14.761 0.02
H 6.899 0.476 13.234 0.02
H 5.462 0.973 14.202 0.01
H 10.308 2.008 12.203 0.08
H 10.845 2.876 13.340 0.01
C 9.639 5.187 9.744 0.01
C 8.367 5.505 9.055 0.01
C 8.063 7.055 8.989 0.00
O 8.093 7.574 10.266 0.00
C 7.085 7.069 11.172 0.00
N 8.534 4.878 7.734 0.01
H 10.500 5.752 9.386 0.00
H 9.933 4.137 9.771 0.01
H 9.665 5.555 10.769 0.00
H 7.415 5.142 9.443 0.00
H 7.075 7.265 8.580 0.00
H 8.727 7.619 8.333 0.00
H 7.113 5.985 11.282 0.00
H 6.056 7.307 10.903 0.00
H 7.306 7.485 12.155 0.00
H 9.273 4.192 7.675 0.01
H 8.711 5.533 6.986 0.00
C 12.514 10.298 11.202 0.00
C 13.313 10.040 9.896 0.00
C 12.539 10.530 8.541 0.00
O 13.352 10.480 7.370 0.00
C 12.789 10.953 6.145 0.00
N 14.547 10.741 9.957 0.00
H 12.201 11.331 11.351 0.00
H 13.013 9.937 12.101 0.00
H 11.594 9.714 11.222 0.00
H 13.545 8.975 9.865 0.00
H 12.222 11.572 8.519 0.00
H 11.627 9.948 8.407 0.00
H 12.558 12.010 6.280 0.00
H 11.844 10.479 5.881 0.00
H 13.505 10.882 5.326 0.00
H 14.665 10.920 8.970 0.00
H 14.373 11.681 10.284 0.00
C 7.210 12.934 15.504 0.00
C 8.495 12.349 15.814 0.00
C 8.401 11.086 16.641 0.00
O 7.970 11.122 18.007 0.00
C 8.553 12.057 18.916 0.00
N 9.283 12.029 14.661 0.00
H 7.309 13.842 14.909 0.00
H 6.792 13.282 16.449 0.00
H 6.487 12.289 15.006 0.00
H 9.093 13.040 16.408 0.00
H 9.365 10.581 16.709 0.00
H 7.750 10.352 16.167 0.00
H 9.631 11.999 18.763 0.00
H 8.347 11.888 19.973 0.00
H 8.362 13.068 18.558 0.00
H 10.233 12.314 14.850 0.00
H 9.286 11.040 14.460 0.00
C 13.825 9.768 15.126 0.00
C 13.407 10.084 16.602 0.00
C 12.147 11.017 16.699 0.00
O 12.096 12.308 16.071 0.00
C 12.921 13.336 16.780 0.00
N 13.141 8.795 17.267 0.00
H 13.996 10.712 14.608 0.00
H 13.157 9.278 14.419 0.00
H 14.799 9.281 15.073 0.00
H 14.218 10.537 17.173 0.00
H 11.886 11.093 17.755 0.00
H 11.358 10.380 16.300 0.00
H 13.835 12.941 17.224 0.00
H 12.362 13.923 17.509 0.00
H 13.382 14.069 16.118 0.00
H 13.335 8.947 18.246 0.00
H 13.884 8.163 17.003 0.00
C 12.679 4.896 17.194 0.01
C 13.611 3.707 16.969 0.01
C 13.636 3.298 15.486 0.01
O 12.389 2.750 15.034 0.02
C 12.069 1.444 15.612 0.14
N 14.889 4.182 17.276 0.00
H 12.729 5.222 18.233 0.00
H 11.675 4.547 16.953 0.00
H 12.787 5.850 16.678 0.00
H 13.507 2.837 17.617 0.00
H 14.417 2.594 15.197 0.01
H 13.831 4.126 14.804 0.00
H 12.789 0.685 15.307 0.03
H 11.053 1.117 15.390 0.04
H 11.956 1.519 16.693 0.02
H 14.802 4.685 18.147 0.00
H 15.203 4.973 16.732 0.00
C 14.050 6.505 11.345 0.00
C 12.983 5.501 11.204 0.00
C 13.439 4.124 10.598 0.02
O 14.534 3.630 11.300 0.01
C 14.863 2.207 11.168 0.08
N 12.216 5.316 12.489 0.00
H 14.636 6.725 10.453 0.00
H 14.668 6.028 12.106 0.00
H 13.721 7.498 11.650 0.00
H 12.312 6.000 10.504 0.00
H 13.603 4.206 9.523 0.01
H 12.594 3.437 10.564 0.01
H 14.664 1.867 10.151 0.01
H 14.244 1.556 11.785 0.03
H 15.911 1.916 11.240 0.01
H 11.488 4.623 12.387 0.00
H 12.924 4.891 13.070 0.00